36
Properties=species:S:1:pos:R:3:forces:R:3 method="wB97M-V/def2-TZVPD" molar_mass_g_mol=188.3 smiles=CCNCCNCC.O.O.O.O multiplicity=1 e_homo_ev=-8.50 max_force_ha_per_bohr=0.07425 e_above_lowest_kcal_mol=62.0 e_lumo_ev=0.575
C -1.65607 -1.29345 0.70901 2.21 -0.52 2.66
N -0.96885 -1.10727 -0.56309 -1.35 -0.83 0.16
C 0.48259 -1.25124 -0.40162 -0.12 1.47 0.02
C 1.12858 -2.65311 -0.61013 -1.03 1.04 -0.65
C -1.64481 0.04400 1.58452 -3.23 -0.98 -1.78
N -0.98561 1.22478 1.11888 1.10 0.30 1.52
C 0.11287 1.75794 1.93287 0.56 0.14 -0.56
C 0.75120 0.81411 2.94576 0.80 0.25 0.39
H -2.63665 -1.78172 0.80363 -0.14 0.73 -1.22
H -1.09338 -2.05533 1.31568 0.13 0.37 -0.36
H -1.33854 -1.83673 -1.17071 0.38 0.29 -0.29
H 0.86995 -0.43267 -1.01467 0.57 -0.86 -1.35
H 0.77510 -0.63427 0.45125 -0.45 -0.95 1.18
H 1.37232 -2.56286 -1.67216 0.90 -0.82 0.27
H 0.45388 -3.50585 -0.53536 -0.56 0.34 0.15
H 1.92361 -2.89038 0.08418 0.53 0.21 -0.55
H -2.71763 0.26760 1.49620 -0.19 0.26 0.48
H -1.54646 -0.24702 2.61741 0.67 0.45 0.30
H -0.84404 1.31691 0.13513 0.42 -0.33 -0.12
H 0.96430 2.01012 1.31218 -0.18 0.23 -0.81
H -0.13260 2.72292 2.40714 -0.32 -0.42 0.06
H 1.84293 0.93226 2.81881 -0.40 0.05 0.57
H 0.61775 -0.25450 2.75636 -0.43 0.19 0.13
H 0.45889 1.10574 3.96476 0.17 -0.58 -0.20
H -0.72111 1.51501 -1.98839 0.57 0.95 -0.61
H 0.01785 2.62696 -2.86403 -0.27 -0.46 0.53
O 0.15750 1.93022 -2.19811 0.12 -0.11 -0.16
H 1.06356 -0.63861 -3.16941 0.09 -0.48 -0.11
H 1.04853 0.80400 -3.37950 0.21 -0.10 -0.30
O 1.35762 -0.00874 -3.83114 -0.22 0.35 0.35
H -2.32188 2.50961 -0.84365 -0.05 0.01 0.09
H -2.29807 0.98178 -0.83685 -0.30 -0.14 -0.13
O -2.33541 1.74434 -1.42818 -0.50 -0.19 -0.07
H 2.88270 -2.28411 2.13238 0.38 -0.02 0.23
H 2.16430 -1.38735 1.20408 0.27 0.35 -0.01
O 3.03253 -1.48466 1.61617 -0.36 -0.23 0.15

=====

38
Properties=species:S:1:pos:R:3:forces:R:3 method="wB97M-V/def2-TZVPD" molar_mass_g_mol=220.3 smiles="C=N/C=C/C[C@H](C)N.O.O.O.O.O.O" multiplicity=1 e_homo_ev=-9.04 max_force_ha_per_bohr=0.14731 e_above_lowest_kcal_mol=46.4 e_lumo_ev=0.388
C 0.33415 3.24144 2.02152 -1.11 -1.96 1.46
C 0.06067 1.79410 1.48196 -0.52 0.53 2.03
C 0.24092 0.72219 2.58098 1.92 -0.32 2.85
C -0.01326 -0.62700 2.01646 -1.62 1.34 1.24
C 0.91189 -1.27951 1.38640 -4.10 -3.67 -1.62
N 0.49776 -2.34937 0.49250 0.98 -1.33 -0.07
C 0.00210 -3.47700 0.83431 0.43 1.15 0.17
N -1.21462 1.64051 0.79355 4.92 -2.05 -1.49
H -0.56813 3.40225 2.73461 1.86 0.25 -0.83
H 0.25290 3.89181 1.19411 -0.04 1.04 -0.77
H 1.35270 3.32547 2.49489 -1.24 -0.02 -0.22
H 0.78761 1.49096 0.76936 0.79 0.06 -0.86
H -0.26277 0.82544 3.61362 0.01 0.41 -1.82
H 1.34711 0.67663 2.96985 -1.58 0.60 -1.05
H -1.05891 -0.95385 2.05503 0.46 -0.13 -0.50
H 1.90108 -1.13204 1.36214 3.50 1.02 -0.11
H -0.24191 -3.70971 1.87013 0.07 0.04 0.26
H -0.21077 -4.29657 0.12749 0.07 0.84 0.00
H -1.14942 2.01829 -0.10275 0.00 0.89 -1.63
H -2.03056 1.83989 1.16432 -4.50 1.42 2.90
H -0.07914 -1.69839 -3.12681 0.48 -0.23 0.85
H 0.58627 -2.12614 -1.64341 -3.00 0.56 -1.95
O -0.29669 -2.06359 -2.24885 2.36 -0.87 0.88
H -1.62026 1.29285 -2.52899 3.10 1.72 0.82
H -1.02462 2.26138 -3.52987 0.73 0.53 -0.01
O -0.76061 1.97197 -2.64410 -3.88 -1.72 -0.67
H 3.62268 0.00164 0.22569 0.75 1.42 -3.24
H 2.82966 0.57009 -0.85640 -6.21 1.05 -1.49
O 3.68832 0.44033 -0.73736 5.40 -2.51 4.68
H 0.40429 0.78615 -2.34552 -0.47 0.79 -0.29
H 1.77446 0.33822 -2.87979 -0.23 0.02 0.20
O 1.04139 0.07078 -2.30599 1.65 -0.32 -0.05
H -1.58696 0.17445 -0.52729 -0.11 0.43 0.38
H -1.25033 -0.67975 -1.72172 0.49 -0.43 -0.41
O -1.89788 -0.02406 -1.42409 -0.57 -0.20 0.03
H -1.79642 -3.40522 -1.58173 -1.18 1.15 1.43
H -2.19805 -2.01563 -1.08711 -0.21 0.12 0.05
O -2.37468 -2.93904 -0.89716 0.60 -1.64 -1.13

=====

36
Properties=species:S:1:pos:R:3:forces:R:3 method="wB97M-V/def2-TZVPD" molar_mass_g_mol=192.3 smiles=CO.CO.CO.CO.CO.CO multiplicity=1 e_homo_ev=-9.71 max_force_ha_per_bohr=0.03263 e_above_lowest_kcal_mol=90.8 e_lumo_ev=0.311
C -1.86970 1.45206 -3.67500 0.45 -0.36 0.95
O -2.27609 1.00383 -4.95575 -0.11 0.29 0.20
H -2.44893 2.29219 -3.29054 -0.14 0.12 -0.67
H -1.99884 0.68716 -2.89170 0.05 -0.12 -0.32
H -0.80941 1.73279 -3.66796 -0.13 0.14 -0.01
H -1.54528 0.48954 -5.30589 -0.10 -0.07 -0.11
C -1.53506 -3.33594 3.38386 0.51 -0.29 1.18
O -2.69910 -3.88785 2.81876 -0.28 0.16 -0.31
H -1.56340 -3.21537 4.47670 -0.54 0.07 -0.07
H -0.68031 -4.01212 3.27197 0.11 0.24 -0.58
H -1.35925 -2.33526 2.99731 0.09 -0.13 -0.38
H -3.18867 -4.40364 3.45995 0.11 -0.01 0.15
C 2.62547 2.83361 -1.35853 -0.07 -0.72 -0.55
O 1.36077 2.80881 -0.68666 0.56 0.62 -0.10
H 2.55688 2.18618 -2.23786 -0.15 -0.03 0.18
H 2.88224 3.81754 -1.75384 -0.02 0.10 0.33
H 3.41533 2.42289 -0.72500 0.04 0.27 0.04
H 1.35260 3.61319 -0.15321 -0.35 -0.25 0.08
C -0.66072 -0.27830 -0.17917 -0.99 0.95 0.96
O -0.73954 1.10708 0.22036 0.50 -0.12 -0.33
H -1.70566 -0.58400 -0.26565 0.17 -0.23 -0.37
H -0.13066 -0.37181 -1.12287 0.11 -0.34 0.09
H -0.26545 -0.83984 0.67200 0.46 -0.29 -0.47
H 0.05035 1.56697 -0.11349 -0.22 -0.04 0.14
C 2.48701 -1.74644 -2.00138 0.22 0.70 0.78
O 3.13712 -3.00034 -1.90683 -0.30 -0.05 -0.52
H 1.53512 -1.78841 -2.52607 0.06 -0.58 -0.06
H 2.28600 -1.38110 -0.98575 -0.17 0.14 -0.17
H 3.08682 -0.97873 -2.50683 0.13 -0.19 -0.05
H 3.83071 -2.91828 -1.25015 0.07 -0.02 0.02
C -0.77373 1.24036 4.07643 -0.07 -0.91 -0.57
O -1.55013 0.93423 2.92738 -0.20 0.33 0.06
H -0.15364 2.13284 3.97786 -0.05 0.08 -0.07
H -1.46255 1.35607 4.90977 0.02 0.10 0.04
H -0.14241 0.36463 4.26582 0.27 0.26 0.39
H -1.04791 1.03547 2.10194 -0.04 0.17 0.10

=====

Repeat the second record exactly.
38
Properties=species:S:1:pos:R:3:forces:R:3 method="wB97M-V/def2-TZVPD" molar_mass_g_mol=220.3 smiles="C=N/C=C/C[C@H](C)N.O.O.O.O.O.O" multiplicity=1 e_homo_ev=-9.04 max_force_ha_per_bohr=0.14731 e_above_lowest_kcal_mol=46.4 e_lumo_ev=0.388
C 0.33415 3.24144 2.02152 -1.11 -1.96 1.46
C 0.06067 1.79410 1.48196 -0.52 0.53 2.03
C 0.24092 0.72219 2.58098 1.92 -0.32 2.85
C -0.01326 -0.62700 2.01646 -1.62 1.34 1.24
C 0.91189 -1.27951 1.38640 -4.10 -3.67 -1.62
N 0.49776 -2.34937 0.49250 0.98 -1.33 -0.07
C 0.00210 -3.47700 0.83431 0.43 1.15 0.17
N -1.21462 1.64051 0.79355 4.92 -2.05 -1.49
H -0.56813 3.40225 2.73461 1.86 0.25 -0.83
H 0.25290 3.89181 1.19411 -0.04 1.04 -0.77
H 1.35270 3.32547 2.49489 -1.24 -0.02 -0.22
H 0.78761 1.49096 0.76936 0.79 0.06 -0.86
H -0.26277 0.82544 3.61362 0.01 0.41 -1.82
H 1.34711 0.67663 2.96985 -1.58 0.60 -1.05
H -1.05891 -0.95385 2.05503 0.46 -0.13 -0.50
H 1.90108 -1.13204 1.36214 3.50 1.02 -0.11
H -0.24191 -3.70971 1.87013 0.07 0.04 0.26
H -0.21077 -4.29657 0.12749 0.07 0.84 0.00
H -1.14942 2.01829 -0.10275 0.00 0.89 -1.63
H -2.03056 1.83989 1.16432 -4.50 1.42 2.90
H -0.07914 -1.69839 -3.12681 0.48 -0.23 0.85
H 0.58627 -2.12614 -1.64341 -3.00 0.56 -1.95
O -0.29669 -2.06359 -2.24885 2.36 -0.87 0.88
H -1.62026 1.29285 -2.52899 3.10 1.72 0.82
H -1.02462 2.26138 -3.52987 0.73 0.53 -0.01
O -0.76061 1.97197 -2.64410 -3.88 -1.72 -0.67
H 3.62268 0.00164 0.22569 0.75 1.42 -3.24
H 2.82966 0.57009 -0.85640 -6.21 1.05 -1.49
O 3.68832 0.44033 -0.73736 5.40 -2.51 4.68
H 0.40429 0.78615 -2.34552 -0.47 0.79 -0.29
H 1.77446 0.33822 -2.87979 -0.23 0.02 0.20
O 1.04139 0.07078 -2.30599 1.65 -0.32 -0.05
H -1.58696 0.17445 -0.52729 -0.11 0.43 0.38
H -1.25033 -0.67975 -1.72172 0.49 -0.43 -0.41
O -1.89788 -0.02406 -1.42409 -0.57 -0.20 0.03
H -1.79642 -3.40522 -1.58173 -1.18 1.15 1.43
H -2.19805 -2.01563 -1.08711 -0.21 0.12 0.05
O -2.37468 -2.93904 -0.89716 0.60 -1.64 -1.13